Arrangement i

The following is a DFT calculation (ωB97M-V with the def2-TZVPD basis set) of a 3-piece molecular cluster, C6H15NO3 overall.

Results
SMILES = C=C(C)C[C@H](N)C=O.O.O
orbital gap = 9.86 eV
LUMO energy = 0.4 eV

Last columns: bonded neighbours and bond lengths (Å).
Positions of all 25 atoms, in Å:
1 O -2.263 -2.000 -1.461  H10 0.911, H24 0.967
2 H 2.167 -1.045 -1.919  O8 0.920
3 H -0.935 0.464 2.786  C12 1.138
4 C 0.655 -0.154 1.438  C7 1.531, C12 1.299, C23 1.534
5 H 0.741 0.155 3.482  C12 1.073
6 H 0.658 2.183 0.721  C19 1.179
7 C -0.150 -0.321 0.146  C4 1.531, C14 1.606, H21 1.138, H22 1.182
8 O 1.605 -1.030 -2.647  H2 0.920, H9 1.027
9 H 0.889 -1.762 -2.563  O8 1.027
10 H -2.393 -1.138 -1.198  O1 0.911
11 H 2.781 0.062 0.877  C23 1.067
12 C 0.153 0.196 2.585  H3 1.138, C4 1.299, H5 1.073
13 N -1.862 0.913 -1.220  C14 1.480, H15 1.012, H18 0.969
14 C -1.023 1.018 -0.005  C7 1.606, N13 1.480, C19 1.421, H25 1.064
15 H -1.384 1.176 -2.072  N13 1.012
16 H 2.623 -0.629 2.454  C23 1.188
17 O -0.356 3.057 -0.885  C19 1.200
18 H -2.741 1.315 -1.296  N13 0.969
19 C -0.203 2.177 -0.084  H6 1.179, C14 1.421, O17 1.200
20 H 2.351 -1.473 0.831  C23 1.050
21 H 0.426 -0.579 -0.801  C7 1.138
22 H -0.870 -1.252 0.258  C7 1.182
23 C 2.119 -0.608 1.378  C4 1.534, H11 1.067, H16 1.188, H20 1.050
24 H -1.313 -1.916 -1.618  O1 0.967
25 H -1.676 1.192 0.816  C14 1.064

Arrangement ii

The following is a DFT calculation (ωB97M-V with the def2-TZVPD basis set) of one molecule with the formula C6H15NO3.

Results
SMILES = C[C@H]([C@@H](C)O)[C@](N)(O)CO
orbital gap = 9.71 eV
LUMO energy = 0.6 eV

Last columns: bonded neighbours and bond lengths (Å).
Positions of all 25 atoms, in Å:
1 O 2.208 -0.268 -0.282  C12 1.433, H23 0.976
2 H -2.294 -1.957 -1.542  O4 0.980
3 H -2.037 0.265 -1.922  C21 1.093
4 O -2.905 -1.361 -1.061  H2 0.980, C21 1.439
5 H 1.993 1.548 0.644  C12 1.097
6 H -0.764 2.156 -1.498  C14 1.094
7 H -0.370 -1.999 1.056  N22 1.017
8 H -1.947 -1.696 0.869  N22 1.025
9 H 1.396 -1.090 2.035  C17 1.093
10 H -2.801 0.564 -0.336  C21 1.094
11 H -0.536 1.422 0.783  C18 1.096
12 C 1.487 0.574 0.625  O1 1.433, H5 1.097, C17 1.520, C18 1.608
13 H 0.877 -1.173 -0.976  O25 0.983
14 C 0.173 1.656 -1.237  H6 1.094, H16 1.095, C18 1.541, H19 1.095
15 H 0.875 0.482 2.712  C17 1.093
16 H 0.479 1.044 -2.092  C14 1.095
17 C 1.569 -0.011 2.026  H9 1.093, C12 1.520, H15 1.093, H24 1.097
18 C 0.007 0.820 0.046  H11 1.096, C12 1.608, C14 1.541, C20 1.540
19 H 0.929 2.437 -1.110  C14 1.095
20 C -0.756 -0.495 -0.205  C18 1.540, C21 1.631, N22 1.441, O25 1.411
21 C -2.179 -0.128 -0.912  H3 1.093, O4 1.439, H10 1.094, C20 1.631
22 N -1.041 -1.237 0.998  H7 1.017, H8 1.025, C20 1.441
23 H 3.135 -0.296 0.025  O1 0.976
24 H 2.583 0.122 2.425  C17 1.097
25 O -0.080 -1.379 -1.072  H13 0.983, C20 1.411

Arrangement iii

The following is a DFT calculation (ωB97M-V with the def2-TZVPD basis set) of a 3-piece molecular cluster, C6H15NO3 overall.

Results
SMILES = CC(=O)N1CCCC1.O.O
orbital gap = 10.20 eV
LUMO energy = 0.6 eV

Last columns: bonded neighbours and bond lengths (Å).
Positions of all 25 atoms, in Å:
1 C 1.038 1.496 0.931  C6 1.540, C9 1.529, H20 1.085, H22 1.089
2 H -1.574 0.046 1.735  O10 0.965
3 H -1.256 -3.163 -0.236  C7 1.084
4 H -0.795 -2.306 1.219  C7 1.089
5 H 0.763 -0.615 1.361  C9 1.086
6 C 0.211 2.283 -0.104  C1 1.540, H15 1.084, H23 1.090, C25 1.539
7 C -0.618 -2.375 0.147  H3 1.084, H4 1.089, C11 1.506, H12 1.086
8 H 1.932 -0.284 0.073  C9 1.086
9 C 0.989 0.026 0.514  C1 1.529, H5 1.086, H8 1.086, N14 1.478
10 O -1.472 -0.247 2.649  H2 0.965, H21 0.964
11 C -1.022 -1.084 -0.517  C7 1.506, N14 1.381, O19 1.218
12 H 0.431 -2.606 -0.013  C7 1.086
13 H 1.172 -0.911 -1.937  O17 0.970
14 N -0.088 -0.067 -0.493  C9 1.478, C11 1.381, C25 1.465
15 H 0.831 2.955 -0.686  C6 1.084
16 H 1.946 -0.762 -3.258  O17 0.960
17 O 1.957 -1.221 -2.414  H13 0.970, H16 0.960
18 H -1.554 1.341 -1.012  C25 1.089
19 O -2.089 -0.947 -1.086  C11 1.218
20 H 2.063 1.850 0.966  C1 1.085
21 H -2.355 -0.529 2.910  O10 0.964
22 H 0.634 1.630 1.933  C1 1.089
23 H -0.544 2.900 0.383  C6 1.090
24 H -0.130 1.344 -2.048  C25 1.091
25 C -0.470 1.247 -1.016  C6 1.539, N14 1.465, H18 1.089, H24 1.091

In terms of stability, arrangement iii leads; the second structure lies 19.4 kcal/mol higher.

Arrangement i

The following is a DFT calculation (ωB97M-V with the def2-TZVPD basis set) of a 3-piece molecular cluster, C6H15NO3 overall.

Results
SMILES = C=CC[C@@H](C)NC=O.O.O
orbital gap = 9.27 eV
LUMO energy = 0.2 eV

Last columns: bonded neighbours and bond lengths (Å).
Positions of all 25 atoms, in Å:
1 C 0.133 0.074 -0.016  C5 1.480, C7 1.540, H12 1.131, H15 1.168
2 H 0.539 -2.064 2.933  O21 0.952
3 O 2.060 -0.562 -3.680  C9 1.185
4 H -0.998 2.634 -2.031  C11 1.021
5 C -0.893 0.090 1.051  C1 1.480, C14 1.340, H19 1.061
6 H -0.118 2.826 -0.622  C11 1.050
7 C -0.373 0.699 -1.329  C1 1.540, H8 1.226, N10 1.491, C11 1.627
8 H -1.332 0.064 -1.753  C7 1.226
9 C 0.971 -0.548 -3.213  O3 1.185, N10 1.428, H22 1.103
10 N 0.669 0.579 -2.389  C7 1.491, C9 1.428, H18 1.060
11 C -0.845 2.239 -1.101  H4 1.021, H6 1.050, C7 1.627, H16 1.108
12 H 1.034 0.692 0.279  C1 1.131
13 H -2.253 1.041 2.282  C14 1.081
14 C -1.397 1.185 1.637  C5 1.340, H13 1.081, H17 1.137
15 H 0.547 -1.018 -0.037  C1 1.168
16 H -1.744 2.226 -0.454  C11 1.108
17 H -0.939 2.221 1.536  C14 1.137
18 H 1.420 1.321 -2.289  N10 1.060
19 H -1.336 -0.868 1.162  C5 1.061
20 H 1.789 -2.940 0.656  O24 1.006
21 O 0.158 -1.543 3.633  H2 0.952, H25 0.940
22 H 0.059 -1.166 -3.174  C9 1.103
23 H 0.911 -3.520 1.657  O24 0.929
24 O 1.086 -2.671 1.325  H20 1.006, H23 0.929
25 H 0.853 -0.989 3.937  O21 0.940

Arrangement ii

The following is a DFT calculation (ωB97M-V with the def2-TZVPD basis set) of a 2-piece molecular cluster, C6H15NO3 overall.

Results
SMILES = CCC(C)(O)O.CC(N)=O
orbital gap = 10.11 eV
LUMO energy = 0.6 eV

Last columns: bonded neighbours and bond lengths (Å).
Positions of all 25 atoms, in Å:
1 H -1.623 -1.354 1.119  C18 1.090
2 H 0.808 -2.212 0.528  C7 1.087
3 C 1.728 1.156 0.750  N4 1.347, O14 1.228, C16 1.505
4 N 2.249 0.492 1.800  C3 1.347, H5 1.004, H13 1.008
5 H 3.002 -0.164 1.690  N4 1.004
6 H -3.131 0.190 -1.883  C10 1.090
7 C 0.070 -1.779 -0.141  H2 1.087, H12 1.079, C18 1.521, H22 1.077
8 H -1.845 -1.007 -2.097  C10 1.087
9 O -0.794 1.078 -1.032  C20 1.385, H24 1.010
10 C -2.493 -0.528 -1.367  H6 1.090, H8 1.087, H11 1.086, C20 1.524
11 H -3.112 -1.265 -0.865  C10 1.086
12 H -0.498 -2.593 -0.564  C7 1.079
13 H 1.888 0.678 2.722  N4 1.008
14 O 0.825 1.973 0.900  C3 1.228
15 H -1.994 1.548 1.028  O25 0.966
16 C 2.360 0.867 -0.586  C3 1.505, H19 1.092, H21 1.087, H23 1.088
17 H -0.293 -0.243 1.346  C18 1.089
18 C -0.841 -0.806 0.593  H1 1.090, C7 1.521, H17 1.089, C20 1.613
19 H 3.143 1.608 -0.762  C16 1.092
20 C -1.647 0.227 -0.349  O9 1.385, C10 1.524, C18 1.613, O25 1.404
21 H 2.796 -0.127 -0.614  C16 1.087
22 H 0.577 -1.290 -0.956  C7 1.077
23 H 1.613 0.967 -1.370  C16 1.088
24 H -0.270 1.630 -0.368  O9 1.010
25 O -2.519 0.953 0.478  H15 0.966, C20 1.404

In terms of stability, arrangement ii leads; the second structure lies 68.1 kcal/mol higher.

Arrangement i

The following is a DFT calculation (ωB97M-V with the def2-TZVPD basis set) of a 2-piece molecular cluster, C2H5O2 overall.

Results
total charge = -1
orbital gap = 6.55 eV
LUMO energy = 4.2 eV

Last columns: bonded neighbours and bond lengths (Å).
Positions of all 9 atoms, in Å:
1 O -0.999 1.912 1.591  H4 0.975, H7 0.976
2 H 0.122 -1.686 -2.094  C8 1.082
3 H -0.487 -2.268 -0.413  C8 1.102
4 H -0.354 1.353 1.120  O1 0.975
5 H 0.988 0.347 -0.921  C6 1.101
6 C 0.688 -0.544 -0.347  H5 1.101, C8 1.379, O9 1.283
7 H -0.947 2.815 1.225  O1 0.976
8 C -0.046 -1.480 -1.045  H2 1.082, H3 1.102, C6 1.379
9 O 1.035 -0.448 0.884  C6 1.283

Arrangement ii

The following is a DFT calculation (ωB97M-V with the def2-TZVPD basis set) of a 2-piece molecular cluster, C2H5O2 overall.

Results
total charge = -1
orbital gap = 6.78 eV
LUMO energy = 4.7 eV

Last columns: bonded neighbours and bond lengths (Å).
Positions of all 9 atoms, in Å:
1 C -0.264 -0.485 0.535  H4 1.098, C5 1.411, O7 1.261
2 H -0.334 -2.586 0.314  C5 1.108
3 O 0.011 2.425 -0.725  H8 1.028, H9 0.966
4 H -1.318 -0.514 0.841  C1 1.098
5 C -0.114 -1.653 -0.241  C1 1.411, H2 1.108, H6 1.090
6 H 0.611 -1.700 -1.053  C5 1.090
7 O 0.599 0.372 0.869  C1 1.261
8 H -0.156 1.759 0.040  O3 1.028
9 H 0.966 2.383 -0.581  O3 0.966

In terms of stability, arrangement i leads; the second structure lies 16.5 kcal/mol higher.

Arrangement i

The following is a DFT calculation (ωB97M-V with the def2-TZVPD basis set) of one molecule with the formula BrHIP.

Results
SMILES = BrPI
orbital gap = 8.43 eV
LUMO energy = -1.0 eV

Last columns: bonded neighbours and bond lengths (Å).
Positions of all 4 atoms, in Å:
1 Br -0.138 -0.647 -2.591  P3 2.171
2 I 3.057 -0.501 -0.485  P3 2.614
3 P 0.741 0.581 -1.031  Br1 2.171, I2 2.614, H4 1.478
4 H 0.440 -0.063 0.265  P3 1.478

Arrangement ii

The following is a DFT calculation (ωB97M-V with the def2-TZVPD basis set) of a 2-piece molecular cluster, BrHIP overall.

Results
orbital gap (alpha / beta) = 8.64 / 5.54 eV
LUMO energy (alpha / beta) = -1.6 / -3.2 eV

Last columns: bonded neighbours and bond lengths (Å).
Positions of all 4 atoms, in Å:
1 P -1.838 -0.657 -0.505  H2 1.399, Br4 2.179
2 H -1.993 0.585 0.119  P1 1.399
3 I 3.688 1.086 0.056  no bonds
4 Br 0.143 -1.013 0.329  P1 2.179

In terms of stability, arrangement i leads; the second structure lies 44.3 kcal/mol higher.

Arrangement i

The following is a DFT calculation (ωB97M-V with the def2-TZVPD basis set) of one molecule with the formula C7H15NO.

Results
SMILES = CC(C)=[N+]([O-])C(C)(C)C
orbital gap (alpha / beta) = 8.85 / 8.85 eV
LUMO energy (alpha / beta) = 0.8 / 0.8 eV

Last columns: bonded neighbours and bond lengths (Å).
Positions of all 24 atoms, in Å:
1 H 1.819 0.578 -1.783  C9 1.107
2 N 0.134 -0.453 -0.642  O4 1.373, C13 1.529, C15 1.364
3 H -1.737 -2.231 -1.520  C6 1.065
4 O 0.633 -0.779 -1.878  N2 1.373
5 H -0.033 -2.827 -1.257  C6 1.085
6 C -0.982 -2.521 -0.828  H3 1.065, H5 1.085, C15 1.500, H19 1.096
7 H 1.727 2.018 1.086  C12 1.068
8 H 0.563 0.923 2.044  C12 1.162
9 C 1.416 1.496 -1.315  H1 1.107, H11 1.085, C13 1.528, H21 1.132
10 H 2.006 0.278 1.420  C12 1.128
11 H 0.784 1.934 -2.081  C9 1.085
12 C 1.252 1.062 1.118  H7 1.068, H8 1.162, H10 1.128, C13 1.499
13 C 0.532 0.954 -0.192  N2 1.529, C9 1.528, C12 1.499, C16 1.564
14 H -1.342 1.623 -0.958  C16 1.035
15 C -0.580 -1.380 0.059  N2 1.364, C6 1.500, C24 1.474
16 C -0.776 1.807 -0.112  C13 1.564, H14 1.035, H18 1.045, H20 1.061
17 H -1.432 -2.351 1.857  C24 1.085
18 H -0.514 2.777 0.178  C16 1.045
19 H -1.451 -3.381 -0.335  C6 1.096
20 H -1.414 1.509 0.681  C16 1.061
21 H 2.201 2.177 -0.865  C9 1.132
22 H -1.727 -0.544 1.766  C24 1.162
23 H -0.050 -1.245 2.095  C24 1.181
24 C -1.031 -1.424 1.462  C15 1.474, H17 1.085, H22 1.162, H23 1.181

Arrangement ii

The following is a DFT calculation (ωB97M-V with the def2-TZVPD basis set) of one molecule with the formula C7H15NO.

Results
SMILES = CC(=O)[C@@H](C)C(C)(C)N
orbital gap = 9.28 eV
LUMO energy = 0.9 eV

Last columns: bonded neighbours and bond lengths (Å).
Positions of all 24 atoms, in Å:
1 H 3.014 0.011 -0.747  C24 1.087
2 O -1.829 -0.921 1.307  C7 1.207
3 C 0.826 -1.536 -0.889  H8 1.090, H9 1.088, H11 1.090, C17 1.527
4 H -0.331 0.924 -1.078  C13 1.088
5 H -1.287 1.991 1.238  C16 1.089
6 H 1.766 -1.540 1.531  N21 1.011
7 C -1.675 -0.315 0.274  O2 1.207, C13 1.738, C14 1.513
8 H 0.015 -2.213 -0.619  C3 1.090
9 H 0.665 -1.173 -1.901  C3 1.088
10 H 2.538 1.210 0.456  C24 1.085
11 H 1.760 -2.097 -0.870  C3 1.090
12 H 0.176 2.637 0.498  C16 1.087
13 C -0.229 0.593 -0.047  H4 1.088, C7 1.738, C16 1.521, C17 1.491
14 C -2.779 -0.219 -0.757  C7 1.513, H15 1.089, H19 1.090, H20 1.090
15 H -2.976 0.827 -0.987  C14 1.089
16 C -0.267 1.749 0.941  H5 1.089, H12 1.087, C13 1.521, H22 1.087
17 C 0.896 -0.375 0.100  C3 1.527, C13 1.491, N21 1.414, C24 1.753
18 H 1.987 1.342 -1.242  C24 1.086
19 H -3.691 -0.695 -0.397  C14 1.090
20 H -2.454 -0.713 -1.673  C14 1.090
21 N 1.120 -0.768 1.440  H6 1.011, C17 1.414, H23 1.013
22 H 0.269 1.537 1.862  C16 1.087
23 H 0.277 -0.920 1.981  N21 1.013
24 C 2.208 0.665 -0.422  H1 1.087, H10 1.085, C17 1.753, H18 1.086

In terms of stability, arrangement ii leads; the second structure lies 68.0 kcal/mol higher.

Arrangement i

The following is a DFT calculation (ωB97M-V with the def2-TZVPD basis set) of one molecule with the formula C3H3IO.

Results
SMILES = COC#CI
orbital gap = 8.62 eV
LUMO energy = 0.1 eV

Last columns: bonded neighbours and bond lengths (Å).
Positions of all 8 atoms, in Å:
1 H -0.642 0.382 1.111  C6 1.036
2 O 0.442 -0.894 0.078  C3 1.289, C6 1.369
3 C 0.303 -0.125 -0.947  O2 1.289, C5 1.368
4 H 0.476 -0.616 2.182  C6 1.194
5 C 0.410 1.083 -1.582  C3 1.368, I8 2.020
6 C -0.232 -0.563 1.223  H1 1.036, O2 1.369, H4 1.194, H7 1.101
7 H -1.184 -1.088 1.396  C6 1.101
8 I 0.428 1.821 -3.462  C5 2.020

Arrangement ii

The following is a DFT calculation (ωB97M-V with the def2-TZVPD basis set) of a 2-piece molecular cluster, C3H3IO overall.

Results
orbital gap (alpha / beta) = 8.12 / 8.33 eV
LUMO energy (alpha / beta) = -0.1 / -0.3 eV

Last columns: bonded neighbours and bond lengths (Å).
Positions of all 8 atoms, in Å:
1 C -1.655 0.072 0.339  C2 1.299, I3 2.045
2 C -0.720 0.971 0.412  C1 1.299, H4 1.079, H8 1.086
3 I -3.688 0.080 0.124  C1 2.045
4 H 0.314 0.675 0.493  C2 1.079
5 C 0.142 -2.916 -0.168  H6 1.097, O7 1.189
6 H 0.958 -2.615 -0.836  C5 1.097
7 O -0.731 -2.233 0.263  C5 1.189
8 H -0.894 2.044 0.416  C2 1.086

In terms of stability, arrangement i leads; the second structure lies 17.4 kcal/mol higher.